Formula: C29H28LiN2O4P2Se
Source: the OMol25 dataset
Level of theory: the ωB97M-V functional and the def2-TZVPD basis

Computed properties:
- HOMO level (Eh) = -0.18952
- LUMO energy (Eh) = 0.0865
- net charge = -1
- energy (eV) = -125828.40565
- orbital gap (eV) = 7.51
- energy above the lowest of the compared OMol25 structures with the same formula, charge and spin (eV) = 0.036
- maximum force (Eh/bohr) = 0.0103

Last column: Löwdin charge in e.
Positions of all 67 atoms, in Å:
Li1 -3.321 -0.665 -1.141  0.5075
C1 0.557 0.517 -1.944  -0.5047
P1 -0.679 0.180 -0.608  1.0556
C2 -0.562 -1.655 -0.504  -0.3639
C3 0.010 -2.425 0.505  -0.1045
C4 -0.074 -3.811 0.472  -0.0927
C5 -0.723 -4.454 -0.572  -0.0935
C6 -1.288 -3.701 -1.592  -0.0702
C7 -1.214 -2.315 -1.555  -0.1174
C8 0.064 0.876 0.908  -0.3729
C9 -0.209 0.414 2.197  -0.1060
C10 0.311 1.064 3.309  -0.0889
C11 1.089 2.205 3.162  -0.1016
C12 1.312 2.714 1.890  -0.0881
C13 0.794 2.062 0.781  -0.1208
P2 2.383 0.203 -2.009  1.0518
C14 3.118 1.800 -1.479  -0.4002
C15 4.302 1.842 -0.741  -0.1071
C16 4.926 3.048 -0.452  -0.0905
C17 4.386 4.244 -0.903  -0.1042
C18 3.225 4.217 -1.664  -0.0900
C19 2.607 3.010 -1.956  -0.1292
C20 2.793 -0.918 -0.617  -0.3902
C21 3.041 -2.244 -0.970  -0.1161
C22 3.381 -3.191 -0.013  -0.0972
C23 3.499 -2.817 1.316  -0.0974
C24 3.272 -1.495 1.682  -0.0835
C25 2.919 -0.555 0.726  -0.1119
H1 0.401 1.551 -2.259  0.0256
H2 0.135 -0.051 -2.777  0.0350
H3 0.551 -1.953 1.311  0.0825
H4 0.386 -4.390 1.265  0.1001
H5 -0.791 -5.536 -0.591  0.0963
H6 -1.810 -4.183 -2.409  0.1090
H7 -1.679 -1.736 -2.353  0.0863
H8 -0.853 -0.441 2.337  0.0884
H9 0.095 0.679 4.299  0.0988
H10 1.498 2.704 4.032  0.0942
H11 1.894 3.618 1.754  0.1018
H12 0.980 2.479 -0.203  0.0768
H13 4.746 0.922 -0.381  0.0981
H14 5.837 3.049 0.133  0.0988
H15 4.869 5.186 -0.673  0.0953
H16 2.797 5.139 -2.038  0.1016
H17 1.710 3.023 -2.565  0.0972
H18 2.963 -2.536 -2.012  0.0945
H19 3.551 -4.220 -0.309  0.1016
H20 3.770 -3.550 2.067  0.0987
H21 3.360 -1.193 2.719  0.1041
H22 2.747 0.470 1.031  0.0896
C26 -4.092 1.892 0.352  0.0009
C27 -4.212 0.548 0.982  -0.4104
N1 -3.281 -0.386 1.044  0.0283
C28 -3.871 -1.475 1.660  -0.1482
C29 -5.161 -1.194 1.969  -0.0971
N2 -5.358 0.105 1.550  0.1060
H23 -4.394 1.862 -0.703  0.0526
H24 -3.063 2.238 0.425  0.0726
H25 -4.744 2.605 0.862  0.0808
H26 -3.324 -2.393 1.815  0.0974
H27 -5.944 -1.781 2.416  0.1020
H28 -6.238 0.584 1.490  0.1584
O1 -3.061 0.186 -2.777  -0.6432
Se1 -4.728 0.061 -2.962  0.7089
O2 -5.407 1.523 -2.683  -0.5315
O3 -5.053 -0.949 -1.664  -0.6084
O4 -5.146 -0.602 -4.381  -0.5158


Formula: C8H13F3KO6
Source: the OMol25 dataset
Level of theory: the ωB97M-V functional and the def2-TZVPD basis

Computed properties:
- HOMO level (alpha / beta) (Eh) = 0.04101 / 0.07415
- ⟨S²⟩ = 0.77
- LUMO energy (alpha / beta) (Eh) = 0.1304 / 0.1350
- net charge = -2
- energy (eV) = -45259.67911
- orbital gap (alpha / beta) (eV) = 2.43 / 1.66
- multiplicity = 2
- maximum force (Eh/bohr) = 0.1043

Last column: Löwdin charge in e.
Positions of all 31 atoms, in Å:
K1 2.289 -1.086 -0.348  0.7032
O1 -0.531 -0.131 4.004  -0.3744
C1 -0.156 1.084 3.359  -0.4560
C2 1.299 1.291 2.720  -0.4071
O2 1.900 0.165 2.012  -0.5128
H1 -0.373 1.962 3.967  0.0304
H2 -0.994 1.352 2.715  0.0372
H3 2.119 1.660 3.336  0.0457
H4 1.166 2.112 2.016  0.0170
O3 -1.278 -3.188 3.295  -0.0724
C3 -1.546 -3.795 2.018  -0.3050
C4 -0.392 -4.007 0.922  -0.4583
O4 0.666 -3.096 0.790  -0.4522
H5 -2.413 -3.304 1.575  0.0703
H6 -1.998 -4.769 2.203  0.0742
H7 -0.714 -4.290 -0.080  0.0532
H8 0.097 -4.891 1.332  0.0458
C5 -0.432 2.525 -0.747  -0.0362
C6 0.889 2.352 -1.579  -0.2092
O5 0.655 2.032 -2.949  -0.0314
C7 0.167 0.727 -3.322  -0.2866
O6 0.072 -0.212 -2.556  0.1597
C8 -0.193 0.652 -4.770  -0.5806
F1 -1.339 -0.082 -4.798  0.1536
F2 -0.438 1.916 -5.193  0.1451
F3 0.765 0.122 -5.443  0.2286
H9 -0.997 3.267 -1.312  0.0585
H10 -0.235 2.967 0.230  0.0710
H11 -1.061 1.634 -0.761  0.0814
H12 1.581 1.733 -1.008  0.0929
H13 1.422 3.302 -1.627  0.1143


Formula: C2H5N3O2
Source: the OMol25 dataset
Level of theory: the ωB97M-V functional and the def2-TZVPD basis

Computed properties:
- HOMO level (Eh) = -0.38053
- LUMO energy (Eh) = 0.0114
- SMILES = [H]/N=N\N=C=O.CO
- energy (eV) = -10717.00793
- orbital gap (eV) = 10.66
- energy above the lowest of the compared OMol25 structures with the same formula, charge and spin (eV) = 4.802
- maximum force (Eh/bohr) = 0.0318

Last column: Löwdin charge in e.
Positions of all 12 atoms, in Å:
H1 0.477 -0.593 -3.450  0.0697
N1 1.341 -1.064 -3.121  0.0643
N2 1.599 -1.029 -1.939  -0.1124
N3 0.818 -0.359 -1.063  0.0771
C1 -0.293 0.133 -1.017  -0.3195
O1 -1.377 0.525 -0.940  0.1941
C2 -0.764 0.333 2.067  -0.1561
O2 0.200 0.963 1.250  -0.1621
H2 -0.684 -0.758 2.017  0.0846
H3 -0.669 0.648 3.111  0.0786
H4 -1.737 0.631 1.680  0.0776
H5 1.089 0.571 1.403  0.1040


Formula: C14H15BrIrSe2SiTe2
Source: the OMol25 dataset
Level of theory: the ωB97M-V functional and the def2-TZVPD basis

Computed properties:
- HOMO level (alpha / beta) (Eh) = -0.27382 / -0.30665
- ⟨S²⟩ = 8.80
- LUMO energy (alpha / beta) (Eh) = -0.0282 / -0.1111
- energy (eV) = -240798.41409
- orbital gap (alpha / beta) (eV) = 6.68 / 5.32
- energy above the lowest of the compared OMol25 structures with the same formula, charge and spin (eV) = 0.000
- multiplicity = 6
- maximum force (Eh/bohr) = 0.0165

Last column: Löwdin charge in e.
Positions of all 36 atoms, in Å:
Ir1 -0.035 -0.100 0.110  0.4051
Se1 2.136 -0.752 -0.413  0.0557
Te1 4.073 0.854 1.895  0.3380
Te2 2.295 0.403 3.822  0.2062
Se2 0.217 -0.300 2.688  0.0227
C1 -0.754 2.962 1.684  -0.2196
Si1 0.021 2.248 0.135  0.3778
C2 -0.866 2.961 -1.353  -0.1970
C3 1.789 2.912 0.050  -0.3398
C4 2.329 3.694 1.074  -0.1607
C5 3.614 4.222 0.985  -0.1369
C6 4.385 3.981 -0.141  -0.1150
C7 3.865 3.212 -1.176  -0.0944
C8 2.586 2.689 -1.077  -0.1629
H1 -0.749 4.053 1.622  0.0418
H2 -0.230 2.674 2.595  -0.0025
H3 -1.789 2.631 1.770  0.0223
H4 -0.741 4.046 -1.339  0.0383
H5 -1.930 2.730 -1.325  0.0219
H6 -0.460 2.590 -2.294  0.0298
H7 1.743 3.901 1.961  0.0928
H8 4.009 4.821 1.795  0.1055
H9 5.384 4.389 -0.214  0.1039
H10 4.459 3.021 -2.060  0.1059
H11 2.203 2.086 -1.892  0.0890
Br1 -6.748 -0.136 -0.405  0.7296
C9 -4.869 -0.033 -0.209  -0.6996
C10 -4.062 -0.046 -1.336  -0.1348
C11 -2.688 0.029 -1.173  -0.1568
C12 -2.078 0.114 0.091  -0.4122
C13 -2.942 0.137 1.194  -0.1619
C14 -4.320 0.059 1.059  -0.1329
H12 -4.503 -0.113 -2.321  0.0999
H13 -2.072 0.028 -2.067  0.0916
H14 -2.540 0.223 2.197  0.0489
H15 -4.962 0.072 1.928  0.1001